This record from the Open Molecules 2025 dataset describes a single C18H24N2O8S molecule. The level of theory is wB97M-V/def2-TZVPD.

XYZ file:
```
53
Properties=species:S:1:pos:R:3:forces:R:3:nbo_charge:R:1
O -4.243 -1.855 0.868 -0.3 -0.2 -0.1 -0.62
C -3.154 -1.540 0.442 0.7 -0.2 -0.1 0.67
N -2.600 -0.320 0.582 0.3 0.4 0.0 -0.61
H -1.760 -0.127 0.056 -0.1 -0.1 0.1 0.40
C -3.394 0.815 0.981 -0.3 0.1 -0.3 -0.26
H -2.807 1.468 1.632 -0.1 0.0 0.0 0.20
H -4.251 0.419 1.529 0.1 0.1 0.1 0.23
C -3.878 1.603 -0.259 0.1 0.2 0.4 0.09
C -5.025 2.555 0.097 0.2 -0.1 -0.2 -0.43
H -4.911 2.981 1.092 0.0 0.1 0.1 0.21
C -6.257 1.650 -0.029 0.1 -0.1 -0.1 -0.44
H -7.094 2.174 -0.485 0.0 0.0 0.1 0.22
C -5.770 0.483 -0.910 -0.5 -0.3 0.0 -0.09
H -5.851 -0.474 -0.382 0.0 0.1 -0.1 0.20
H -6.311 0.411 -1.856 0.0 0.0 0.1 0.19
O -4.410 0.737 -1.233 0.2 0.0 -0.1 -0.53
H -6.575 1.283 0.946 -0.1 0.0 0.0 0.21
H -5.066 3.364 -0.632 0.0 0.0 0.0 0.22
H -3.024 2.109 -0.723 -0.1 0.0 0.0 0.19
C -2.268 -2.560 -0.279 -0.7 -0.5 0.2 -0.18
H -2.723 -2.772 -1.252 0.1 0.0 0.1 0.22
O -0.955 -2.056 -0.487 0.0 0.2 -0.2 -0.51
C 0.082 -2.821 -0.150 0.3 -0.2 0.1 0.81
O -0.024 -3.962 0.260 -0.1 0.1 -0.1 -0.63
C 1.372 -2.123 -0.298 0.1 0.0 0.0 -0.30
C 1.429 -0.804 -0.749 0.0 -0.2 0.0 -0.12
C 2.633 -0.147 -0.817 -0.1 0.8 -0.4 -0.39
C 3.817 -0.790 -0.479 0.0 -0.2 0.0 -0.14
C 3.785 -2.098 -0.051 -0.1 -0.1 0.1 -0.30
C 2.567 -2.785 0.061 -0.2 0.4 -0.1 0.47
O 2.590 -4.037 0.504 0.0 -0.3 0.1 -0.66
H 1.670 -4.389 0.536 0.2 0.2 -0.1 0.52
H 4.687 -2.626 0.212 0.1 0.0 0.0 0.24
H 4.746 -0.251 -0.573 0.2 0.0 0.0 0.24
S 2.638 1.584 -1.294 -0.1 0.1 0.3 2.34
O 1.491 1.815 -2.121 -0.2 -0.2 0.1 -0.94
O 3.946 1.916 -1.768 0.2 -0.2 0.2 -0.94
N 2.395 2.461 0.094 0.2 -0.3 -1.0 -0.68
C 1.074 2.507 0.673 -0.5 -0.2 0.3 -0.26
H 0.364 2.290 -0.125 -0.2 0.1 0.1 0.23
C 0.947 1.515 1.837 -0.1 0.1 -0.2 -0.09
H 0.010 1.668 2.375 0.0 -0.1 -0.1 0.20
O 1.973 1.715 2.783 0.0 0.1 0.2 -0.52
C 3.252 1.556 2.207 0.2 0.1 -0.2 -0.09
H 3.967 1.737 3.011 0.0 -0.1 -0.1 0.20
C 3.465 2.550 1.059 0.4 -0.2 0.5 -0.26
H 4.397 2.360 0.530 0.1 0.1 0.2 0.24
H 3.478 3.570 1.461 0.0 -0.1 -0.1 0.21
H 3.369 0.524 1.841 0.0 0.1 0.1 0.17
H 0.987 0.481 1.460 -0.1 0.1 0.1 0.17
H 0.900 3.523 1.045 0.0 -0.1 -0.1 0.21
H 0.535 -0.292 -1.065 -0.1 0.0 0.0 0.25
H -2.231 -3.489 0.300 -0.1 0.3 -0.1 0.24
```
Forces are in eV/Å.

## Properties
E_tot, a.u.: -1809.94139
Net charge: 0
Maximum force, eV Å⁻¹: 1.05

This record from the Open Molecules 2025 dataset describes a gas-phase ion, C18H24N4O2 (charge +2). The level of theory is wB97M-V/def2-TZVPD.

XYZ file:
```
48
Properties=species:S:1:pos:R:3:forces:R:3:nbo_charge:R:1
O -1.396 -3.091 -0.488 0.3 -1.0 0.0 -0.51
N -2.137 -1.991 -0.391 -0.4 0.9 0.1 -0.05
C -3.328 -2.043 0.046 0.5 -1.1 -0.1 -0.04
C -4.170 -0.869 0.214 -0.6 0.2 0.4 0.21
N -3.975 0.306 -0.427 -0.5 -0.3 0.4 -0.25
C -4.809 1.336 -0.206 -0.5 0.4 0.2 0.10
C -5.871 1.263 0.665 0.1 -0.2 0.0 -0.21
C -6.104 0.065 1.332 0.2 0.1 -0.2 -0.08
C -5.252 -0.995 1.092 0.2 0.1 -0.2 -0.19
H -5.412 -1.938 1.592 0.1 -0.1 0.0 0.25
H -6.934 -0.039 2.013 -0.1 0.0 0.1 0.26
H -6.510 2.120 0.809 0.0 0.1 0.0 0.27
H -4.612 2.240 -0.763 0.1 0.0 -0.1 0.25
C -2.924 0.540 -1.410 0.9 0.4 -0.9 -0.24
H -3.402 0.998 -2.279 -0.1 -0.1 0.1 0.23
H -2.486 -0.411 -1.705 -0.3 0.3 -0.1 0.26
C -1.819 1.478 -0.891 0.1 -0.4 0.0 -0.40
H -2.232 2.154 -0.140 0.0 0.1 0.0 0.21
C -0.603 0.754 -0.313 0.0 0.5 0.1 -0.39
H -0.905 0.110 0.514 0.1 -0.1 0.0 0.21
C 0.427 1.770 0.185 0.0 -0.3 0.0 -0.40
H 0.605 2.516 -0.591 0.0 0.1 0.0 0.20
C 1.762 1.147 0.600 0.0 0.1 -0.2 -0.40
H 1.584 0.246 1.187 0.1 0.0 0.1 0.22
H 2.299 1.862 1.226 0.1 0.0 0.0 0.22
C 2.642 0.807 -0.612 -1.2 0.4 -0.1 -0.23
N 3.981 0.438 -0.187 0.6 -0.4 0.1 -0.25
C 4.891 1.421 -0.098 0.6 0.4 0.1 0.10
C 6.180 1.203 0.327 -0.1 -0.2 0.0 -0.21
C 6.556 -0.090 0.679 -0.3 0.2 -0.1 -0.09
C 5.617 -1.097 0.584 -0.3 0.1 -0.1 -0.19
C 4.312 -0.832 0.150 0.7 0.3 0.2 0.21
C 3.409 -1.958 0.068 -0.9 -1.2 -0.1 -0.04
N 2.158 -1.871 -0.184 -0.2 0.3 0.0 -0.08
O 1.499 -3.051 -0.225 0.4 -0.2 0.1 -0.51
H 0.564 -2.855 -0.425 0.4 0.2 0.1 0.50
H 3.861 -2.932 0.250 0.0 0.0 0.0 0.22
H 5.881 -2.109 0.846 -0.1 -0.1 0.0 0.25
H 7.559 -0.303 1.015 0.1 0.0 0.0 0.26
H 6.876 2.024 0.379 0.0 0.1 0.0 0.26
H 4.563 2.410 -0.383 -0.1 0.0 0.0 0.24
H 2.208 -0.023 -1.168 0.2 0.3 0.0 0.26
H 2.719 1.682 -1.261 0.2 -0.1 0.0 0.22
H 0.012 2.293 1.048 0.0 0.1 0.0 0.22
H -0.164 0.126 -1.087 0.0 -0.2 0.0 0.20
H -1.483 2.092 -1.728 -0.1 0.1 0.0 0.23
H -3.779 -2.983 0.377 0.0 0.0 0.0 0.20
H -1.858 -3.920 -0.235 -0.1 0.3 0.0 0.48
```
Forces are in eV/Å.

## Properties
E_tot, a.u.: -1069.16172
Net charge: +2
Maximum force, eV Å⁻¹: 1.51

This record from the Open Molecules 2025 dataset describes a single C18H24N4O3S molecule. The level of theory is wB97M-V/def2-TZVPD.

XYZ file:
```
50
Properties=species:S:1:pos:R:3:forces:R:3:nbo_charge:R:1
C 5.596 -1.740 3.045 0.2 -0.2 0.1 -0.25
H 5.144 -2.643 3.465 0.0 0.0 0.0 0.18
O 4.625 -0.895 2.472 -0.3 0.2 -0.2 -0.49
C 3.891 -1.358 1.432 -0.2 -0.1 -0.2 0.34
C 4.002 -2.629 0.874 0.3 0.1 0.4 -0.35
C 3.186 -2.965 -0.184 -0.3 0.3 -0.1 -0.09
C 2.236 -2.090 -0.710 0.4 0.0 0.3 -0.27
C 2.139 -0.796 -0.150 0.2 -0.2 0.1 0.37
C 2.967 -0.455 0.907 0.0 0.2 0.1 -0.33
H 2.926 0.521 1.361 0.0 0.1 0.0 0.23
O 1.252 0.064 -0.698 0.3 -0.4 -0.1 -0.51
C 1.212 1.402 -0.261 -0.1 0.3 0.0 -0.26
H 0.474 1.886 -0.899 0.0 0.0 0.1 0.22
H 2.181 1.893 -0.384 0.0 0.0 0.0 0.18
H 0.895 1.473 0.785 0.0 0.0 0.0 0.18
C 1.440 -2.602 -1.840 -0.2 0.0 -0.2 0.57
O 1.831 -3.528 -2.521 -0.1 0.0 0.0 -0.54
C 0.085 -1.993 -2.127 -0.4 -0.1 -0.1 -0.62
H -0.414 -2.580 -2.900 0.2 0.1 0.0 0.25
H 0.154 -0.948 -2.425 0.1 -0.1 -0.1 0.30
S -0.956 -2.014 -0.637 -0.1 -0.3 0.1 0.25
C -1.675 -0.438 -0.761 0.0 -0.1 0.0 0.16
N -1.557 0.439 -1.716 0.6 -1.1 -0.1 -0.34
N -2.269 1.525 -1.355 -0.7 1.0 0.2 -0.31
C -2.816 1.314 -0.195 -0.1 -0.1 0.3 0.34
N -2.465 0.058 0.241 0.3 0.0 -0.6 -0.23
N -2.826 -0.543 1.441 -0.1 -0.3 0.2 -0.63
H -2.023 -1.044 1.816 -0.1 0.2 0.0 0.37
H -3.571 -1.222 1.286 0.2 0.1 -0.1 0.37
C -3.685 2.210 0.614 -0.2 0.1 0.2 -0.26
C -2.872 2.842 1.755 0.2 -0.1 -0.1 -0.39
C -1.855 3.842 1.214 -0.2 0.2 0.2 -0.41
C -2.562 4.935 0.420 0.2 -0.1 -0.2 -0.39
C -3.335 4.320 -0.741 -0.1 0.2 0.1 -0.42
C -4.348 3.298 -0.235 0.1 -0.1 -0.2 -0.39
H -5.099 3.800 0.381 -0.1 0.0 0.0 0.20
H -4.856 2.837 -1.083 -0.1 0.0 0.0 0.22
H -2.643 3.817 -1.416 0.0 0.1 -0.1 0.24
H -3.856 5.101 -1.298 0.0 0.0 -0.1 0.20
H -1.830 5.651 0.041 0.0 0.1 0.0 0.21
H -3.249 5.474 1.078 0.0 0.1 0.1 0.19
H -1.150 3.327 0.559 0.1 0.0 0.0 0.20
H -1.293 4.279 2.042 0.1 -0.1 0.0 0.21
H -2.373 2.056 2.325 -0.1 0.0 0.1 0.21
H -3.563 3.357 2.426 0.0 0.0 0.1 0.20
H -4.459 1.575 1.061 0.1 0.1 0.0 0.23
H 3.261 -3.943 -0.635 0.0 -0.1 0.0 0.24
H 4.711 -3.349 1.249 0.1 -0.1 0.1 0.22
H 6.055 -1.161 3.844 0.0 -0.1 -0.1 0.20
H 6.362 -2.021 2.316 0.0 0.0 0.0 0.18
```
Forces are in eV/Å.

## Properties
E_tot, a.u.: -1543.19184
Net charge: 0
Maximum force, eV Å⁻¹: 1.24

This record from the Open Molecules 2025 dataset describes a single C18H24N4O6S molecule. The level of theory is wB97M-V/def2-TZVPD.

XYZ file:
```
53
Properties=species:S:1:pos:R:3:forces:R:3:nbo_charge:R:1
C -6.080 1.546 2.401 0.0 -0.1 -0.4 -0.63
C -6.760 1.078 1.122 -0.3 0.2 0.4 -0.08
H -7.655 1.674 0.920 0.1 -0.2 0.0 0.20
H -7.017 0.018 1.178 0.0 0.1 0.0 0.19
O -5.868 1.190 0.013 0.1 -0.3 0.0 -0.50
C -5.877 2.324 -0.680 0.0 0.1 -0.3 0.78
O -6.632 3.242 -0.497 -0.1 0.1 0.0 -0.60
C -4.768 2.321 -1.709 0.1 0.0 0.4 -0.62
H -4.957 3.059 -2.485 0.0 -0.1 0.1 0.25
H -4.583 1.324 -2.104 -0.1 0.1 -0.1 0.28
S -3.251 2.837 -0.840 0.0 0.3 -0.2 0.27
C -2.752 1.279 -0.245 0.1 -0.2 0.0 0.17
N -3.153 0.116 -0.687 -0.3 0.8 -0.6 -0.32
N -2.529 -0.820 0.038 0.5 -0.9 0.7 -0.28
C -1.757 -0.227 0.908 -0.1 0.1 0.1 0.30
N -1.854 1.131 0.770 -0.4 -0.5 -0.6 -0.35
C -1.189 2.167 1.510 0.2 0.4 0.4 -0.43
H -1.733 2.382 2.432 0.0 0.1 -0.1 0.21
H -1.155 3.069 0.901 0.0 0.0 0.1 0.22
H -0.172 1.850 1.753 -0.2 0.1 -0.1 0.27
C -0.857 -0.930 1.865 0.1 0.1 0.0 -0.27
N 0.396 -1.302 1.238 0.0 -0.2 0.0 -0.60
C 1.480 -0.483 1.273 -0.2 -0.3 0.0 0.68
O 1.470 0.567 1.897 0.1 0.2 0.1 -0.65
C 2.670 -0.956 0.528 0.5 0.0 -0.2 -0.14
C 2.908 -2.297 0.258 -0.1 0.1 0.1 -0.29
C 4.052 -2.696 -0.424 0.1 -0.1 -0.1 0.23
C 4.971 -1.730 -0.866 0.1 0.1 -0.1 0.29
C 4.725 -0.369 -0.573 0.1 -0.2 -0.1 0.27
C 3.592 0.005 0.123 -0.1 0.0 0.0 -0.27
H 3.387 1.034 0.368 0.0 0.1 0.0 0.24
O 5.675 0.489 -1.026 -0.1 -0.4 0.0 -0.48
C 5.516 1.861 -0.753 0.0 0.2 0.1 -0.25
H 5.491 2.057 0.324 0.0 0.0 0.0 0.18
H 6.387 2.348 -1.189 -0.1 0.0 0.0 0.20
H 4.608 2.261 -1.215 0.0 0.0 0.0 0.18
O 6.126 -1.932 -1.548 -0.3 0.2 0.3 -0.49
C 6.489 -3.201 -2.042 0.2 -0.4 -0.2 -0.24
H 7.407 -3.029 -2.603 -0.1 0.0 0.0 0.19
H 6.683 -3.911 -1.235 0.0 0.1 -0.1 0.18
H 5.727 -3.611 -2.708 0.1 0.0 0.0 0.18
O 4.334 -4.015 -0.685 0.2 0.5 0.0 -0.51
C 3.428 -5.002 -0.259 -0.1 -0.2 0.1 -0.25
H 3.317 -5.009 0.830 0.0 0.0 0.0 0.18
H 3.863 -5.948 -0.580 -0.1 0.0 0.0 0.20
H 2.446 -4.882 -0.728 0.0 0.0 0.0 0.18
H 2.221 -3.043 0.620 0.0 -0.1 0.0 0.22
H 0.348 -2.030 0.544 0.1 0.1 0.0 0.40
H -1.355 -1.838 2.213 0.0 0.2 0.0 0.23
H -0.618 -0.283 2.712 -0.1 -0.2 0.0 0.24
H -5.825 2.600 2.323 0.0 0.1 0.0 0.22
H -6.749 1.407 3.245 -0.1 0.0 0.1 0.22
H -5.171 0.972 2.569 0.1 0.0 0.1 0.21
```
Forces are in eV/Å.

## Properties
E_tot, a.u.: -1768.93550
Net charge: 0
Maximum force, eV Å⁻¹: 1.28

This record from the Open Molecules 2025 dataset describes a single C18H24N4OS molecule. The level of theory is wB97M-V/def2-TZVPD.

XYZ file:
```
48
Properties=species:S:1:pos:R:3:forces:R:3:nbo_charge:R:1
O 4.170 -2.714 1.557 0.8 -2.3 0.6 -0.64
S -0.225 2.638 0.228 -0.7 -0.3 0.7 0.36
C 3.781 -1.689 1.074 0.4 0.5 2.4 0.64
C -2.221 1.139 -0.388 -0.4 -0.2 -1.6 -0.35
C -1.804 1.828 -1.608 -1.2 0.1 1.4 -0.24
C -1.490 1.442 0.708 -0.2 -1.0 1.0 0.06
C -0.813 2.722 -1.413 -0.8 -0.6 -0.8 -0.21
C 3.496 0.781 -0.863 -3.7 0.0 -2.3 -0.24
C 1.664 -0.429 -1.806 -1.0 0.7 0.7 -0.18
C 2.981 1.927 -1.523 0.8 -0.4 0.6 -0.22
C 1.051 0.707 -2.386 4.0 -0.8 1.7 -0.23
C 2.762 -0.421 -0.946 0.3 0.1 -0.8 -0.04
C 1.755 1.913 -2.268 1.2 -1.4 1.0 0.09
N 3.938 -0.539 3.236 -1.8 -1.7 1.1 -0.67
N 3.849 -0.559 1.886 -1.5 1.3 -5.2 -0.46
N -1.761 -0.713 4.438 0.0 0.5 0.1 -0.62
N -1.662 0.803 1.990 2.2 0.6 -0.6 -0.45
C 3.140 -1.746 -0.280 -1.5 1.2 -0.3 -0.51
C -0.241 3.410 -2.617 1.1 1.2 1.3 -0.43
C 1.247 3.195 -2.745 0.0 -0.2 1.2 -0.45
C -2.789 -1.028 3.472 -0.4 0.4 -0.7 -0.23
C -0.531 -0.309 3.788 1.5 -0.5 0.1 -0.22
C -2.887 0.141 2.456 -2.4 1.3 -1.3 -0.22
C -0.644 1.006 3.054 -2.6 -1.0 -0.3 -0.22
H -2.981 0.356 -0.406 0.2 0.4 0.1 0.22
H -2.309 1.792 -2.580 0.2 -0.4 0.5 0.22
H 4.330 0.856 -0.289 2.5 0.2 1.5 0.21
H 1.092 -1.335 -1.815 -0.2 -0.5 -0.2 0.20
H 3.636 2.853 -1.317 -1.6 -1.1 -0.8 0.21
H 0.101 0.537 -2.747 -1.7 0.3 -1.2 0.22
H 4.497 0.177 3.582 1.5 0.9 0.5 0.36
H 4.048 -1.457 3.658 0.2 0.3 -0.4 0.39
H 3.269 0.161 1.413 0.4 -0.2 1.4 0.38
H -1.535 -1.526 4.964 -0.1 -0.7 0.7 0.36
H 3.772 -2.310 -0.933 0.8 -0.3 -0.2 0.25
H 2.225 -2.413 -0.196 0.9 0.9 0.2 0.25
H -0.702 3.207 -3.556 -0.8 -1.3 -0.4 0.22
H -0.375 4.476 -2.649 -0.2 0.9 0.7 0.22
H 1.895 3.848 -2.208 -0.2 1.5 0.4 0.21
H 1.476 3.322 -3.735 0.8 0.3 -2.7 0.22
H -3.764 -1.316 3.977 0.9 1.1 -0.5 0.21
H -2.610 -1.895 2.854 0.8 -0.8 -0.2 0.16
H 0.324 -0.198 4.517 -1.1 -0.3 -0.4 0.21
H -0.224 -1.116 3.044 -0.1 1.0 0.5 0.17
H -3.546 -0.163 1.565 1.2 0.2 1.2 0.21
H -3.453 0.976 2.888 -0.4 -0.3 0.4 0.18
H -0.806 1.880 3.683 -0.7 -0.1 0.4 0.19
H 0.274 1.185 2.643 2.4 0.4 -1.6 0.20
```
Forces are in eV/Å.

## Properties
E_tot, a.u.: -1392.61913
Net charge: 0
Maximum force, eV Å⁻¹: 5.55

This record from the Open Molecules 2025 dataset describes a molecular structure, C18H24N5NaS. The level of theory is wB97M-V/def2-TZVPD.

XYZ file:
```
49
Properties=species:S:1:pos:R:3:forces:R:3:nbo_charge:R:1
Na -0.024 -0.155 1.349 0.2 0.8 0.5 0.87
C -2.793 -1.677 1.067 -0.1 0.0 -0.4 -0.22
C -2.898 -0.699 -0.100 -0.2 -0.3 0.2 -0.23
N -2.238 0.544 0.264 -0.3 0.5 0.2 -0.64
C -1.884 1.357 -0.880 -0.3 0.2 -0.1 -0.27
C -0.719 0.762 -1.628 0.0 0.2 -0.5 0.24
C -0.430 1.118 -2.940 0.0 0.0 0.1 -0.27
C 0.678 0.552 -3.552 -0.1 -0.1 0.1 -0.16
C 1.426 -0.374 -2.853 0.0 0.1 0.1 -0.23
C 1.051 -0.687 -1.550 0.2 0.0 -0.5 0.23
C 1.797 -1.740 -0.775 0.1 -0.1 -0.1 -0.27
N 1.384 -1.833 0.608 0.9 -0.2 0.1 -0.67
C 0.689 -3.055 0.971 -0.3 -0.5 -0.1 -0.23
C -0.791 -2.974 0.628 0.1 -0.3 0.0 -0.22
N -1.402 -1.901 1.387 -0.5 -0.8 0.5 -0.71
N 0.022 -0.108 -0.960 0.0 -0.1 0.0 -0.51
H -3.311 -2.614 0.804 -0.1 0.1 0.1 0.18
H -3.289 -1.231 1.935 0.0 -0.1 0.0 0.20
H -3.957 -0.553 -0.372 0.2 0.0 -0.1 0.18
H -2.378 -1.105 -0.970 -0.1 -0.1 0.0 0.20
H -2.850 1.071 0.881 0.1 0.0 -0.1 0.37
H -1.575 2.340 -0.521 -0.1 0.0 -0.1 0.23
H -2.728 1.508 -1.576 0.1 0.0 0.0 0.18
H -1.054 1.822 -3.465 -0.1 0.1 -0.1 0.22
H 0.942 0.814 -4.566 0.0 0.0 -0.1 0.22
H 2.285 -0.849 -3.299 0.1 -0.1 -0.1 0.21
H 2.865 -1.510 -0.851 0.0 -0.1 0.0 0.21
H 1.641 -2.697 -1.297 0.1 0.0 0.1 0.20
H 2.183 -1.725 1.222 0.0 0.1 0.0 0.40
H 0.770 -3.194 2.048 0.1 0.0 0.0 0.24
H 1.133 -3.934 0.477 -0.1 0.0 0.1 0.17
H -1.264 -3.949 0.848 0.1 0.1 -0.2 0.18
H -0.903 -2.775 -0.442 -0.1 0.0 -0.1 0.18
H -1.300 -2.136 2.378 0.0 0.1 -0.1 0.42
C 0.965 2.918 1.659 0.0 0.1 0.2 -0.25
C 0.233 3.587 0.692 -0.1 0.1 0.0 -0.23
C 0.666 3.602 -0.624 0.0 0.1 -0.1 -0.23
C 1.832 2.941 -0.968 0.0 0.0 -0.2 -0.20
C 2.566 2.275 -0.002 0.1 0.0 -0.1 -0.24
C 2.138 2.267 1.314 0.2 0.0 0.0 -0.16
H 0.643 2.940 2.692 0.0 -0.1 0.0 0.23
H -0.669 4.113 0.974 -0.1 0.0 0.0 0.21
H 0.101 4.128 -1.382 0.0 0.0 0.0 0.21
H 2.171 2.950 -1.994 0.0 0.0 -0.1 0.21
H 3.489 1.786 -0.282 0.1 -0.1 0.0 0.21
H 2.727 1.779 2.076 0.0 -0.1 0.0 0.23
S 1.770 -0.267 3.673 1.1 1.1 -0.2 -0.38
C 0.573 -1.326 3.890 -0.9 -0.9 0.4 0.04
N -0.285 -2.105 4.011 -0.2 -0.1 0.2 -0.58
```
Forces are in eV/Å.

## Properties
E_tot, a.u.: -1534.64027
Net charge: 0
Maximum force, eV Å⁻¹: 1.56

For the records above, the corresponding energy above the lowest of the compared OMol25 structures with the same formula, charge and spin values read 27.56; 6.18; 297.33; 106.48; 520.27; 43.44 kJ/mol.
For the records above, the corresponding HOMO level values read -9.15; -15.00; -8.35; -8.19; -7.30; -7.56 eV.
For the records above, the corresponding frontier orbital gap values read 0.3266; 0.3075; 0.3208; 0.3210; 0.2920; 0.2819 Ha.